(1)
Density functional theory data (ωB97M-V/def2-TZVPD) for one molecule with the formula C20H22F2N2O5S.

```
52
C20H22F2N2O5S, DFT ωB97M-V/def2-TZVPD
C 1.8012 -0.9644 -4.0911
N 0.0139 1.0986 4.7610
H 0.2217 3.1045 4.2608
H 1.7186 1.9390 6.6533
H 2.1888 -1.8734 -3.6278
H 1.0727 0.3230 -1.7831
H -4.8937 -0.5917 -5.8964
S 0.8822 -0.3071 4.6263
H 2.0175 -0.9550 -5.1632
C -4.5175 -0.5076 -3.7943
C 2.8033 0.1513 2.6977
H -2.0153 2.9160 5.2337
O -0.0004 -0.0566 -5.8948
O 4.1457 -0.1343 -1.2847
C 0.7944 2.3191 4.7621
C 2.3890 0.2776 -3.4133
C -0.3896 -0.4728 -4.8345
H 1.7140 2.1539 4.1895
C 2.4040 -0.0959 0.3350
H -3.9005 -0.3911 -1.7387
C -2.7946 -0.5335 -5.4344
C 1.1525 2.7376 6.1833
H -2.4615 -0.5565 -6.4603
C -1.8259 -0.4885 -4.4334
H 3.4433 0.3854 3.5340
C -1.3272 1.1213 4.2318
H -1.6320 0.0767 4.1597
O 0.3898 -0.9946 -3.8874
H -2.2613 1.4222 6.1445
H 0.4575 -0.8616 -0.1989
C 0.6680 -0.6323 1.9082
H 2.0001 1.1779 -3.8991
H -1.3437 1.5705 3.2264
F -5.8196 -0.5221 -3.4804
N 2.0539 0.2990 -2.0116
C -2.2495 -0.4328 -3.1077
H 0.2520 2.9170 6.7640
C 2.9613 0.0001 -1.0509
H 4.2584 0.5465 1.1641
H 1.7529 3.6439 6.1669
C 1.5108 -0.2730 2.9427
H 3.4780 0.2577 -3.4900
O -0.0371 -1.3994 4.7499
C -2.2874 1.8665 5.1538
C 3.2506 0.2332 1.3912
C -3.5895 -0.4394 -2.7696
H -3.2992 1.7986 4.7626
F -1.3540 -0.3291 -2.1092
C 1.1127 -0.5477 0.6001
C -4.1401 -0.5498 -5.1270
H -0.3192 -0.9981 2.1418
O 1.9944 -0.2255 5.5236
```

Its multiplicity is 1. The value obtained for the molecular weight is 440.468 g mol⁻¹. Its HOMO-LUMO gap is 9.7 eV. For the strongest force on any atom, the calculation gives 1.162 eV/Å. The value obtained for the highest occupied orbital energy is -9.50 eV. The total energy comes out at -50585.4836 eV. The energy above the lowest of the compared OMol25 structures with the same formula, charge and spin is 0.037 eV. The SMILES is CCN(CC)S(=O)(=O)c1ccc(C(=O)NCCOC(=O)c2ccc(F)cc2F)cc1.

Atom charges from the natural (NBO) analysis, given in e for atoms 1 to 4: -0.090, -0.691, 0.201, 0.235

---

(2)
Density functional theory data (ωB97M-V/def2-TZVPD) for a 4-piece molecular cluster, C47H35BO6 overall.

```
89
C47H35BO6, DFT ωB97M-V/def2-TZVPD
O 1.9675 1.7574 7.3977
H -1.2012 1.9491 -0.3549
H 2.4949 2.6374 -3.8226
C -0.7059 7.8720 -5.1659
H -1.4356 0.9368 -3.8467
C -1.5530 0.1584 8.9838
H -1.7681 7.9649 -5.3436
C 0.2481 1.1900 4.2754
H -5.0928 1.0109 -0.4446
C 1.5632 -6.8955 -2.0444
H -3.2292 0.4948 -2.3319
C -4.1791 0.4291 -0.3502
H 3.4510 2.8665 2.9255
C 0.5889 1.6466 -3.8080
C 0.3764 -3.8016 -0.1434
H -3.3902 2.0329 -1.5341
C 1.1156 -5.4430 1.9786
H -3.8136 0.5779 0.6654
C 1.8050 5.1588 -4.3578
C -2.5626 -0.2175 8.1041
C 0.5545 -0.2874 -0.5266
C -2.3829 -0.0781 6.7392
C -0.7918 -0.3210 -0.7445
C 1.2014 6.4899 -4.6506
H 1.2228 0.2707 -1.1702
C -3.1450 0.9835 -1.3606
C 1.2505 -5.8959 0.6731
H 3.1484 2.5618 5.3632
C 2.0247 7.6071 -4.7066
O 2.1308 -7.9739 1.3540
C 1.2399 1.6190 5.1601
C 0.8912 3.9859 -4.2489
C -1.0147 0.5748 4.7730
C 0.1199 8.9808 -5.2245
H -0.3410 1.0104 2.2236
C 0.6189 -4.1741 2.2201
C -0.7849 1.7918 -3.9678
H 1.3666 -6.7203 -4.1661
C 1.7031 -7.3454 -3.3510
C 1.4260 2.7397 -3.9482
H 0.4205 0.9825 9.1755
H -0.2990 9.9522 -5.4511
C 1.9817 -7.6998 -0.9823
C 2.2730 -8.5820 -3.5977
C 0.4257 1.3484 2.9080
C -1.0821 5.4479 -4.7841
H 2.3840 -8.9297 -4.6161
H -3.4907 -0.6212 8.4862
C 0.8698 -5.0756 -0.3909
H 1.4043 -6.0878 2.7967
H -1.6938 0.0428 10.0502
C 0.2559 -3.3514 1.1591
O -2.2711 5.5611 -4.9910
C 2.5578 -8.9377 -1.2363
H -2.3879 3.1482 -4.4152
C -1.1944 0.4454 6.2467
H -3.1608 -0.3708 6.0480
H 0.0926 -3.1693 -0.9723
C 1.5770 1.9439 2.4259
C 2.3909 2.2239 4.6701
H 2.1265 9.7191 -5.0281
H 1.0030 0.6752 -3.5716
C 0.9790 -5.5458 -1.8012
O 3.0017 5.0344 -4.2064
B -1.6686 0.9512 -0.8229
C 2.7071 -9.3750 -2.5408
C 2.5571 2.3905 3.3057
H -5.4959 -1.2498 -0.1361
H 3.0845 7.4950 -4.5260
H 0.9284 -0.8011 0.3541
C -1.3216 3.0275 -4.2842
C -4.5107 -1.0457 -0.5553
H 0.5165 -3.8203 3.2374
C -0.1865 0.8371 7.1309
H -1.2369 -1.3161 -0.7926
H -3.8267 -1.7086 -0.0301
C -0.1708 6.6246 -4.8716
H -4.5597 -1.3156 -1.6068
H -0.1252 -2.3581 1.3578
C 1.0864 1.4325 6.6312
C -0.4865 4.1277 -4.4294
O -1.8700 0.1926 4.0019
C 1.8145 -7.2545 0.4309
O 0.6096 -4.8487 -2.7224
H 1.7092 2.0682 1.3583
C 1.4844 8.8493 -4.9891
C -0.3682 0.6843 8.4992
H 3.1614 -10.3369 -2.7370
H 2.8873 -9.5494 -0.4083
```

Its multiplicity is 1. The value obtained for the molecular weight is 706.603 g mol⁻¹. Its HOMO-LUMO gap is 7.8 eV. For the strongest force on any atom, the calculation gives 1.709 eV/Å. The value obtained for the highest occupied orbital energy is -8.89 eV. The total energy comes out at -62267.4819 eV. The SMILES is O=C1c2ccccc2C(=O)c2ccccc21.O=C1c2ccccc2C(=O)c2ccccc21.O=C1c2ccccc2C(=O)c2ccccc21.C=CBCCC.

Atom charges from the Löwdin analysis, given in e for atoms 1 to 4: 0.108, 0.078, 0.121, -0.002

---

(3)
Density functional theory data (ωB97M-V/def2-TZVPD) for one molecule with the formula C20H25F3N4O3.

```
55
C20H25F3N4O3, DFT ωB97M-V/def2-TZVPD
C 3.6225 0.0830 -1.2932
H -5.4779 3.4672 -0.7401
C 4.3221 0.8078 1.6461
N 1.8398 0.7361 1.4205
H 2.9277 -0.2678 2.8602
C 2.9661 0.6938 2.3427
O 4.4547 0.9551 -1.4473
C -2.2276 3.3543 0.1584
C 1.5859 2.0719 0.9123
H 1.0830 -2.6262 -0.6095
H 2.5695 1.6952 -3.2075
H 5.0927 0.9393 2.4072
C 4.6685 -0.4395 0.8325
H 0.7395 1.3665 -0.9285
C -0.5280 0.1822 1.0483
F -2.3322 -2.8385 -0.7202
C 2.4954 0.6432 -3.4772
F -4.2822 -3.4225 -0.0230
H 5.6138 -0.2806 0.3078
C -1.9948 1.9750 0.1503
H 1.3219 2.7672 1.7309
H -1.4214 4.0091 0.4507
H 2.4827 2.4442 0.4153
H 0.3368 0.8365 2.9097
C 2.5486 -0.1976 -2.2426
C -4.3117 1.6910 -0.5185
C -3.4562 3.8935 -0.1628
H -0.2945 -0.5250 0.2402
H 3.3473 0.4160 -4.1171
H -4.3835 -1.1901 -1.2893
C -3.9087 -1.1013 -0.3007
O 2.7830 -2.3981 1.1331
C -4.5092 3.0619 -0.4943
H -4.6655 -0.8358 0.4502
F -2.8848 -2.5018 1.3267
H 4.3485 1.6754 0.9881
H 4.7384 -1.3136 1.4814
N 1.7661 -1.9116 -0.8188
O -2.8268 -0.2191 -0.3068
H -1.4154 -0.1631 1.5763
N -0.7501 1.5124 0.5355
H 2.8813 1.4933 3.1011
C 0.6335 0.2193 2.0420
C 1.6663 -1.1715 -1.9604
N 3.6509 -0.7302 -0.1656
H 0.8412 -1.4169 -2.6139
H -5.1305 1.0499 -0.8076
C -3.3441 -2.4691 0.0725
C -3.0759 1.1451 -0.2159
H -3.5944 4.9636 -0.1392
C 0.4439 2.0270 -0.0977
H 0.2586 3.0227 -0.4989
C 2.7395 -1.7155 0.1346
H 1.5764 0.4698 -4.0298
H 0.8322 -0.7970 2.3892
```

Its multiplicity is 1. The value obtained for the molecular weight is 426.439 g mol⁻¹. Its HOMO-LUMO gap is 8.4 eV. For the strongest force on any atom, the calculation gives 0.597 eV/Å. The value obtained for the highest occupied orbital energy is -7.80 eV. The total energy comes out at -41402.7301 eV. The energy above the lowest of the compared OMol25 structures with the same formula, charge and spin is 1.692 eV. The SMILES is Cc1c[nH]c(=O)n(CCCN2CCN(c3ccccc3OCC(F)(F)F)CC2)c1=O.

Atom charges from the natural (NBO) analysis, given in e for atoms 1 to 4: 0.659, 0.215, -0.417, -0.459

---

(4)
Density functional theory data (ωB97M-V/def2-TZVPD) for a 5-piece molecular cluster, C26H40Cl16I2N2O2PS overall.

```
90
C26H40Cl16I2N2O2PS, DFT ωB97M-V/def2-TZVPD
H -3.0874 7.5852 -1.0983
H 1.7211 1.1910 -1.4785
C 1.7155 -5.0901 -2.7917
C -3.3408 9.5639 -4.6193
C -0.8061 -5.4628 -2.0244
H -0.9091 3.5571 3.6596
Cl -2.0036 8.4336 -4.3268
H -3.2175 4.6036 5.3280
H -3.3353 -5.5222 -1.3334
Cl -3.0982 -10.6119 1.9578
C 2.6862 -3.8615 -2.6215
H -1.4506 4.9189 5.3685
Cl 0.6161 -6.1852 1.4092
C -1.3873 6.4493 -0.3878
H -2.0324 3.4612 6.2280
C -1.1883 3.3650 0.9798
Cl -2.9908 -6.3600 5.9096
Cl -3.6555 10.4973 -3.1445
H 3.8473 0.1097 -3.6626
H 3.7419 -4.2422 -2.7560
H -1.9241 2.1887 4.2373
C 2.8002 1.5281 -1.5044
C 0.8061 4.3912 0.9035
Cl -4.2268 -12.4400 0.0188
Cl -2.9054 10.6651 -5.9347
H 3.6454 -0.3209 -0.5251
C 3.7383 -0.5562 -2.7595
H -0.2473 -6.1666 -1.3267
H 2.3574 7.1339 -0.7571
H 2.8776 2.4105 1.8659
C -1.9364 -6.4511 7.3308
H -0.3881 1.2199 1.0343
I -1.7155 7.0356 2.6394
H 4.3326 4.7506 0.9283
H 2.0638 -5.8056 -3.5839
Cl 0.2935 -9.0604 1.4772
H 4.1378 5.9690 2.2920
H 3.4227 4.3329 2.4859
C -1.9476 3.2842 3.9745
P 2.0854 5.7756 0.8822
H 0.0075 -3.5972 -2.9953
C 3.0529 2.6143 -0.3936
Cl -2.3004 -10.4506 -0.8216
C 2.3611 -1.3184 -2.8952
Cl -2.0346 -7.3441 1.3292
C 2.2614 2.2606 0.9458
C -2.7342 3.3057 1.0551
C -0.2067 2.3102 0.9899
H 1.6474 -0.6754 -3.4819
H 4.8516 0.7644 -1.3930
H 1.6059 -2.8647 -4.3662
H -0.0748 -5.0523 -4.0539
H 2.7420 3.6087 -0.8218
S -3.2645 3.7189 2.7751
Cl -1.5651 -4.8122 7.8960
Cl -0.4275 -7.2831 6.9029
C 0.1944 -4.7046 -3.0159
H -3.2382 4.0524 0.3803
C -2.9208 -4.5040 -1.6050
H -1.5049 8.2811 -1.5427
H 1.7705 -5.6730 -1.8240
Cl -1.4520 -12.6922 0.8016
C 3.8154 0.3178 -1.4394
C 3.6439 5.1346 1.7335
H -3.0820 -4.3683 -2.7079
C -2.0633 7.8205 -0.6836
H -1.5346 -6.0462 -2.6588
Cl -4.7939 8.6541 -5.0646
H 2.9306 2.0173 -2.5104
N -0.5605 4.6225 0.9171
Cl -0.4770 -7.4652 3.7656
O 2.4353 6.1605 -0.7323
H 3.3857 -2.6538 -4.3481
C -1.1754 5.9516 0.8715
C -0.4003 -7.5144 1.9962
H 2.6586 -3.4491 -1.5750
Cl -2.7584 -7.3477 8.6180
H 4.5679 -1.3127 -2.7170
H -2.1308 8.4942 0.2033
N 0.9977 3.0426 0.9378
H 1.9673 1.1805 0.8924
C -2.2214 4.0955 5.3290
O -1.5211 -4.4349 -1.3061
C -2.7696 -11.5488 0.4895
H -3.0650 2.2918 0.7046
H 1.9262 -1.4580 -1.8656
C 2.4846 -2.6978 -3.6814
I -0.7705 5.3054 -2.1311
H 4.1465 2.7126 -0.1376
H -3.5016 -3.7332 -1.0394
```

Its multiplicity is 1. The value obtained for the molecular weight is 1296.715 g mol⁻¹. Its HOMO-LUMO gap is 7.6 eV. For the strongest force on any atom, the calculation gives 4.921 eV/Å. The value obtained for the highest occupied orbital energy is -11.02 eV. The total energy comes out at -271359.6004 eV. As for the net charge: +1.

Atom charges from the Löwdin analysis, given in e for atoms 1 to 4: 0.097, 0.114, -0.197, -2.035

---

(5)
Density functional theory data (ωB97M-V/def2-TZVPD) for one molecule with the formula H4SSi.

```
6
H4SSi, DFT ωB97M-V/def2-TZVPD
H -1.4986 -0.1038 -0.5154
H 0.1285 1.3285 -0.3510
S 1.0095 -1.2809 -0.0876
H -0.6799 0.5228 1.8366
Si -0.4286 0.2440 0.2998
H 1.4691 -0.7107 -1.1825
```

Its multiplicity is 1. The value obtained for the molecular weight is 64.185 g mol⁻¹. Its HOMO-LUMO gap is 10.4 eV. For the strongest force on any atom, the calculation gives 2.521 eV/Å. The value obtained for the highest occupied orbital energy is -9.58 eV. The total energy comes out at -18777.3008 eV. The energy above the lowest of the compared OMol25 structures with the same formula, charge and spin is 0.472 eV. The SMILES is [SiH3]S.

Atom charges from the natural (NBO) analysis, given in e for atoms 1 to 4: -0.179, -0.182, -0.442, -0.125

---

(6)
Density functional theory data (ωB97M-V/def2-TZVPD) for a 2-piece molecular cluster, C2H8N3 overall.

```
13
C2H8N3, DFT ωB97M-V/def2-TZVPD
N 2.2934 0.5186 -0.8854
H 0.3864 -1.5718 -1.1398
H 3.2366 0.0903 1.0550
N -1.7640 0.5743 -0.3978
H -1.5656 1.5587 -0.2412
H -2.1018 0.4719 -1.3519
C 2.4106 0.5983 0.5738
H -2.5021 0.2859 0.2358
H 0.3536 -1.5687 0.6862
H -0.5548 -0.2774 -0.2623
H 2.0349 1.4864 1.0643
C 0.4487 -0.9816 -0.2250
N 1.5201 -0.1692 -0.2119
```

Its multiplicity is 1. The value obtained for the molecular weight is 74.107 g mol⁻¹. Its HOMO-LUMO gap is 9.3 eV. For the strongest force on any atom, the calculation gives 2.236 eV/Å. The value obtained for the highest occupied orbital energy is -14.51 eV. The total energy comes out at -6663.6946 eV. The energy above the lowest of the compared OMol25 structures with the same formula, charge and spin is 4.934 eV. As for the net charge: +1.

Atom charges from the natural (NBO) analysis, given in e for atoms 1 to 4: 0.041, 0.266, 0.222, -1.000

---

- The lowest highest occupied orbital energy belongs to which entry?
  C2H8N3

---

- Among the records above, which one has the highest total energy?
  C2H8N3

---

- Look up the multiplicity of the fifth one.
  1